Entry 1:
Computed, not measured: C37H44CoN5SbSe5 as an isolated structure, with ωB97M-V/def2-TZVPD.

Calculated values
**2S+1**: 2
**Gap between HOMO and LUMO (spin up / spin down)**: 4.684 / 4.742 eV
**<S²>**: 0.787
**E_LUMO (spin up / spin down)**: 3.4 / 3.4 eV
**HOMO (spin up / spin down)**: -1.3 / -1.4 eV
**Calculated total energy**: -417434.2008 eV
**Charge**: -2
**Relative energy (zero: lowest compared OMol25 entry of this formula, charge and spin)**: 16.9 kcal per mole

```
93
C37H44CoN5SbSe5 ωB97M-V/def2-TZVPD
Co 1.3564 -1.0557 -1.4417
C 2.3879 5.5583 -0.2834
C 3.4645 5.1952 -1.2666
C 4.3834 6.1340 -1.7110
C 5.3841 5.8035 -2.6156
C 5.4525 4.5089 -3.1024
C 4.5355 3.5539 -2.6885
C 3.5500 3.8821 -1.7592
N 2.5933 2.9664 -1.3004
C 2.6377 1.5738 -1.3667
N 3.8620 1.0292 -1.2413
C 4.2039 -0.3394 -0.9907
C 3.2290 -1.3376 -0.9634
C 3.7176 -2.6213 -0.6487
C 5.0562 -2.8780 -0.4044
C 5.9856 -1.8476 -0.4718
C 5.5740 -0.5588 -0.7681
C 6.5813 0.5619 -0.8376
N 1.5473 0.8887 -1.4756
C 0.3152 1.6088 -1.4591
C -0.2920 2.0114 -2.6414
C -1.5105 2.6713 -2.6023
C -2.1191 2.9302 -1.3815
C -1.5016 2.5361 -0.2028
C -0.2771 1.8773 -0.2215
C 0.3751 1.3935 1.0416
H 2.5212 6.5789 0.0733
H 2.3969 4.8816 0.5737
H 1.3903 5.4900 -0.7280
H 4.3169 7.1464 -1.3281
H 6.0967 6.5516 -2.9379
H 6.2140 4.2338 -3.8212
H 4.5727 2.5535 -3.0976
H 1.6501 3.3197 -1.2244
H 4.5879 1.6940 -1.0370
H 3.0233 -3.4501 -0.5917
H 5.3717 -3.8874 -0.1674
H 7.0391 -2.0396 -0.2933
H 7.5868 0.1702 -0.6839
H 6.4156 1.3270 -0.0688
H 6.5727 1.0695 -1.8080
H 0.1759 1.7491 -3.5819
H -1.9951 2.9587 -3.5274
H -3.0846 3.4203 -1.3441
H -1.9899 2.7108 0.7500
H -0.1978 1.7085 1.9125
H 1.3997 1.7608 1.1419
H 0.4292 0.3015 1.0374
C -5.5018 -3.5229 0.5416
C -5.6183 -3.2328 -0.9507
C -4.4761 -2.3912 -1.5172
C -4.3527 -0.9993 -0.9085
N -3.5850 -0.9707 0.3333
C -2.6118 -1.8760 0.6311
Se -0.8471 -1.3242 -2.3519
N -2.0261 -1.3711 1.7524
C -0.8536 -2.0160 2.3475
C -1.0697 -3.4814 2.6838
C -1.9189 -3.7542 3.9226
C -3.3993 -3.4124 3.7711
C -2.5994 -0.1814 2.1577
C -2.3755 0.6755 3.2250
C -3.1797 1.8061 3.3300
C -4.1829 2.0709 2.3960
C -4.4147 1.2098 1.3289
C -3.6164 0.0809 1.2265
H -6.2979 -4.1960 0.8713
H -5.5652 -2.6101 1.1399
H -4.5405 -3.9948 0.7488
H -6.5752 -2.7345 -1.1606
H -5.6315 -4.1832 -1.4905
H -4.6306 -2.2614 -2.5918
H -3.5263 -2.9144 -1.3936
H -5.3472 -0.5878 -0.6964
H -3.8502 -0.3324 -1.6149
H -0.5728 -1.4415 3.2363
H -0.0404 -1.9500 1.6212
H -0.0841 -3.9340 2.8106
H -1.5053 -3.9710 1.8079
H -1.5011 -3.2167 4.7850
H -1.8313 -4.8202 4.1505
H -3.5671 -2.3389 3.6605
H -3.9703 -3.7481 4.6417
H -3.8065 -3.9024 2.8859
H -1.5988 0.4761 3.9524
H -3.0251 2.4925 4.1539
H -4.7891 2.9623 2.5047
H -5.1860 1.4179 0.5984
Se 1.5150 -5.8958 0.6302
Sb -0.2588 -5.9228 -1.0142
Se 0.2085 -3.1058 -1.2059
Se -2.5220 -6.0173 -0.2107
Se 0.1433 -6.8740 -3.1835
```

---

Entry 2:
Computed, not measured: C20H37As3CoN3S as an isolated structure, with ωB97M-V/def2-TZVPD.

Calculated values
**2S+1**: 1
**Gap between HOMO and LUMO (spin up / spin down)**: 5.541 / 5.519 eV
**E_LUMO (spin up / spin down)**: -7.6 / -7.6 eV
**HOMO (spin up / spin down)**: -13.2 / -13.2 eV
**Calculated total energy**: -256773.0880 eV
**Charge**: +2
**Relative energy (zero: lowest compared OMol25 entry of this formula, charge and spin)**: 9.5 kcal per mole

```
65
C20H37As3CoN3S ωB97M-V/def2-TZVPD
Co -0.4385 -1.7481 -1.0603
C 0.8486 -3.4103 1.7539
As -0.1317 -1.7993 1.2638
C -1.6531 -1.8634 2.4862
C 1.0617 -0.4323 2.0325
C 0.8132 1.0544 1.7176
C -0.6660 1.4035 1.9336
C 1.2524 1.3660 0.2853
As 0.1512 0.6272 -1.1848
C -1.1843 2.0283 -1.3989
C 1.3022 0.9905 -2.7314
C 1.7102 1.8363 2.7070
As 2.0811 3.8194 2.6447
C 0.4828 4.6479 1.8555
C 3.2627 3.8977 1.0746
H 0.9951 -3.4706 2.8290
H 1.8211 -3.3950 1.2671
H 0.2958 -4.2872 1.4228
H -1.2817 -1.7288 3.4994
H -2.1290 -2.8405 2.4205
H -2.3785 -1.0827 2.2755
H 2.0725 -0.7112 1.7249
H 1.0234 -0.5923 3.1106
H -1.3026 0.7872 1.2874
H -0.8573 2.4453 1.7050
H -0.9576 1.2272 2.9706
H 2.2868 1.0427 0.1387
H 1.2534 2.4389 0.1302
H -0.7025 2.9969 -1.2865
H -1.9753 1.9448 -0.6614
H -1.6066 1.9729 -2.3969
H 1.7826 1.9615 -2.6419
H 0.6925 0.9883 -3.6331
H 2.0702 0.2254 -2.8277
H 2.7151 1.4038 2.6937
H 1.3359 1.6607 3.7169
H -0.3715 4.5446 2.5219
H 0.2350 4.2681 0.8616
H 0.6936 5.7127 1.7671
H 4.0151 3.1118 1.1411
H 3.7863 4.8511 1.0991
H 2.7295 3.8260 0.1253
N 2.9394 -1.6289 -0.8696
C 2.6330 -2.7882 -1.4395
N 3.5854 -3.6542 -1.7259
S 1.0033 -3.2265 -1.7986
H 3.8979 -1.3542 -0.7116
H 2.2079 -0.9521 -0.7345
H 4.5664 -3.4571 -1.5950
H 3.3414 -4.5420 -2.1377
C -1.6308 -3.3818 -1.4283
C -2.5019 -2.2617 -1.6334
C -3.2230 -1.6840 -0.5738
C -4.0925 -0.6261 -0.7857
C -4.2462 -0.1069 -2.0672
C -3.5136 -0.6476 -3.1371
C -2.6471 -1.6918 -2.9241
C -5.1017 1.0092 -2.2905
N -5.7390 1.9489 -2.4758
H -1.3088 -3.9272 -2.3072
H -1.6954 -3.9993 -0.5436
H -3.1658 -2.1484 0.3997
H -4.6765 -0.2189 0.0313
H -3.6525 -0.2446 -4.1332
H -2.1137 -2.1359 -3.7588
```

---

Entry 3:
Computed, not measured: one molecule with the formula C7H7NOS, with ωB97M-V/def2-TZVPD.

Calculated values
**2S+1**: 1
**Gap between HOMO and LUMO**: 9.184 eV
**E_LUMO**: -0.1 eV
**HOMO**: -9.3 eV
**Calculated total energy**: -21741.5703 eV
**Relative energy (zero: lowest compared OMol25 entry of this formula, charge and spin)**: 62.5 kcal per mole

```
17
C7H7NOS ωB97M-V/def2-TZVPD
C -1.3657 1.4190 -0.5608
C 1.0327 -1.3145 0.5432
C -2.3440 1.1283 0.3486
C -1.1512 -0.6180 1.3226
C -0.0515 -0.3885 0.4158
C -0.1818 0.6796 -0.4864
C 2.3267 -1.2456 0.4838
N -2.2263 0.1683 1.2816
O 0.6527 1.8459 -2.7459
S 1.2163 1.0467 -1.6604
H -1.5119 2.2778 -1.2781
H 0.7017 -2.2718 0.7943
H -3.2890 1.5654 0.2680
H -1.1119 -1.3182 2.3312
H 2.9582 -2.0626 0.6364
H 3.0560 -0.3123 0.3197
H 1.2889 -0.5993 -2.0135
```

---

Look up the 2S+1 of the second one. 1

---

Please write out number 3 again, unchanged.
Computed, not measured: one molecule with the formula C7H7NOS, with ωB97M-V/def2-TZVPD.

Calculated values
**2S+1**: 1
**Gap between HOMO and LUMO**: 9.184 eV
**E_LUMO**: -0.1 eV
**HOMO**: -9.3 eV
**Calculated total energy**: -21741.5703 eV
**Relative energy (zero: lowest compared OMol25 entry of this formula, charge and spin)**: 62.5 kcal per mole

```
17
C7H7NOS ωB97M-V/def2-TZVPD
C -1.3657 1.4190 -0.5608
C 1.0327 -1.3145 0.5432
C -2.3440 1.1283 0.3486
C -1.1512 -0.6180 1.3226
C -0.0515 -0.3885 0.4158
C -0.1818 0.6796 -0.4864
C 2.3267 -1.2456 0.4838
N -2.2263 0.1683 1.2816
O 0.6527 1.8459 -2.7459
S 1.2163 1.0467 -1.6604
H -1.5119 2.2778 -1.2781
H 0.7017 -2.2718 0.7943
H -3.2890 1.5654 0.2680
H -1.1119 -1.3182 2.3312
H 2.9582 -2.0626 0.6364
H 3.0560 -0.3123 0.3197
H 1.2889 -0.5993 -2.0135
```